{"formula": "C3H13N3O", "method": "ωB97M-V/def2-TZVPD", "orbital_gap_ev": 9.6710, "smiles": "NCCNCN.O", "molar_mass_g_mol": 107.16, "energy_ev": -9839.0882, "relative_energy_kcal_mol": 28.0, "lumo_energy_ev": 1.020, "symbols": ["N", "C", "C", "N", "C", "N", "H", "H", "H", "H", "H", "H", "H", "H", "H", "H", "H", "O", "H", "H"], "coordinates": [[0.736, -1.306, 1.890], [0.199, -2.243, 0.904], [-0.747, -1.468, -0.032], [0.064, -0.617, -0.894], [-0.708, 0.353, -1.689], [0.190, 1.358, -2.264], [1.709, -1.474, 2.082], [0.201, -1.241, 2.737], [1.007, -2.637, 0.293], [-0.387, -3.049, 1.363], [-1.421, -0.895, 0.617], [-1.356, -2.119, -0.671], [0.604, -0.027, -0.268], [-1.277, -0.179, -2.465], [-1.451, 0.820, -1.036], [1.092, 1.276, -1.813], [0.211, 1.232, -3.261], [0.136, 3.213, 1.703], [-0.453, 3.514, 1.002], [0.867, 3.842, 1.672]], "lowdin_charge": [-0.004, -0.272, -0.262, -0.088, -0.327, 0.004, 0.060, 0.063, 0.106, 0.100, 0.107, 0.113, 0.086, 0.113, 0.095, 0.057, 0.053, -0.067, 0.031, 0.031]}